{"formula": "C18H32N3PtS2Si4Te", "method": "wB97M-V/def2-TZVPD", "total_charge": -1, "lumo_ev": 1.60, "homo_energy_ev": -4.39, "e_above_lowest_kcal_mol": 18.2, "orbital_gap_ev": 6.0, "elements": ["Pt", "S", "C", "S", "C", "C", "N", "C", "N", "C", "C", "C", "N", "C", "C", "H", "H", "H", "H", "H", "C", "Si", "C", "C", "Si", "Te", "Si", "C", "C", "C", "Si", "C", "C", "C", "H", "H", "H", "H", "H", "H", "H", "H", "H", "H", "H", "H", "H", "H", "H", "H", "H", "H", "H", "H", "H", "H", "H", "H", "H", "H", "H"], "coordinates": [[2.33, 1.63, -0.69], [0.71, 3.07, -1.88], [1.90, 4.31, -1.93], [3.33, 3.96, -1.05], [1.66, 5.49, -2.63], [0.43, 5.69, -3.27], [-0.58, 5.87, -3.79], [2.60, 6.52, -2.74], [3.33, 7.40, -2.87], [5.44, -0.77, 1.91], [4.68, 0.22, 2.51], [4.06, 1.17, 1.74], [4.12, 1.17, 0.39], [4.89, 0.23, -0.19], [5.55, -0.75, 0.51], [5.94, -1.53, 2.49], [4.61, 0.27, 3.59], [3.49, 1.97, 2.19], [4.97, 0.28, -1.27], [6.16, -1.47, 0.00], [-0.72, -4.10, -1.81], [-1.89, -2.64, -1.42], [-3.41, -3.40, -0.53], [-2.55, -1.98, -3.09], [-0.91, -0.86, -0.21], [1.35, -0.61, -1.36], [-0.53, -1.52, 2.04], [0.44, -3.17, 2.20], [-2.19, -1.81, 2.96], [0.46, -0.25, 3.08], [-2.27, 1.10, -0.32], [-2.53, 1.85, -2.05], [-1.54, 2.37, 0.91], [-4.02, 0.55, 0.26], [-1.21, -4.89, -2.37], [-0.32, -4.54, -0.91], [0.12, -3.75, -2.40], [-3.96, -4.07, -1.18], [-4.09, -2.62, -0.20], [-3.11, -3.96, 0.35], [-2.85, -2.78, -3.77], [-1.78, -1.40, -3.60], [-3.41, -1.34, -2.95], [-0.09, -3.99, 1.72], [0.59, -3.44, 3.24], [1.41, -3.09, 1.74], [-2.84, -2.47, 2.40], [-2.73, -0.88, 3.11], [-2.04, -2.26, 3.94], [1.36, 0.05, 2.54], [0.77, -0.67, 4.03], [-0.12, 0.64, 3.28], [-1.61, 2.30, -2.41], [-3.29, 2.64, -2.04], [-2.84, 1.10, -2.77], [-0.49, 2.52, 0.67], [-1.60, 2.03, 1.94], [-2.03, 3.34, 0.85], [-4.50, -0.04, -0.52], [-4.67, 1.39, 0.48], [-3.98, -0.07, 1.15]]}


{"formula": "C18H32O18", "method": "wB97M-V/def2-TZVPD", "lumo_ev": 0.18, "homo_energy_ev": -10.77, "smiles": "COC(=O)OC.COC(=O)OC.COC(=O)OC.COC(=O)OC.O=C1OCCO1.O=C1OCCO1", "e_above_lowest_kcal_mol": 0.0, "orbital_gap_ev": 11.0, "elements": ["C", "O", "C", "O", "O", "C", "H", "H", "H", "H", "H", "H", "C", "O", "C", "O", "O", "C", "H", "H", "H", "H", "H", "H", "C", "O", "C", "O", "O", "C", "H", "H", "H", "H", "H", "H", "C", "O", "C", "O", "O", "C", "H", "H", "H", "H", "H", "H", "O", "C", "O", "C", "C", "O", "H", "H", "H", "H", "O", "C", "O", "C", "C", "O", "H", "H", "H", "H"], "coordinates": [[1.56, -3.94, -1.27], [1.97, -3.28, -2.46], [3.10, -3.69, -3.03], [3.67, -4.72, -2.76], [3.46, -2.81, -3.94], [4.68, -3.03, -4.61], [2.40, -4.16, -0.61], [1.00, -4.84, -1.53], [0.89, -3.22, -0.81], [5.50, -2.99, -3.90], [4.82, -2.31, -5.41], [4.66, -4.01, -5.09], [-3.05, 2.60, -7.43], [-3.42, 2.44, -6.06], [-2.71, 1.53, -5.38], [-1.88, 0.80, -5.85], [-3.11, 1.58, -4.12], [-2.39, 0.79, -3.19], [-2.88, 1.64, -7.92], [-2.11, 3.16, -7.45], [-3.86, 3.10, -7.94], [-1.38, 1.22, -3.08], [-2.31, -0.26, -3.45], [-2.83, 0.88, -2.20], [-5.19, 2.22, 3.26], [-5.34, 1.58, 1.99], [-4.86, 0.34, 1.90], [-4.42, -0.29, 2.83], [-5.06, -0.07, 0.66], [-4.81, -1.43, 0.31], [-4.18, 2.08, 3.66], [-5.94, 1.80, 3.93], [-5.39, 3.27, 3.13], [-5.74, -1.98, 0.40], [-4.09, -1.87, 1.00], [-4.50, -1.47, -0.73], [6.07, 1.85, 6.57], [5.24, 1.17, 5.65], [3.95, 1.09, 5.96], [3.46, 1.36, 7.03], [3.29, 0.61, 4.92], [1.86, 0.67, 4.95], [7.10, 1.58, 6.34], [5.89, 1.55, 7.60], [5.95, 2.93, 6.48], [1.57, 0.29, 5.93], [1.57, 0.03, 4.12], [1.46, 1.66, 4.70], [3.65, 3.47, 0.68], [2.88, 2.81, 0.07], [1.60, 2.58, 0.46], [0.92, 1.86, -0.56], [2.08, 1.28, -1.39], [3.13, 2.20, -1.11], [0.29, 1.06, -0.21], [0.34, 2.53, -1.20], [1.84, 1.35, -2.45], [2.27, 0.23, -1.18], [-1.30, -1.92, -1.26], [-1.27, -1.75, -0.09], [-1.41, -0.54, 0.48], [-1.14, -0.64, 1.89], [-1.38, -2.14, 2.13], [-1.09, -2.70, 0.85], [-0.13, -0.31, 2.11], [-1.92, -0.04, 2.35], [-2.38, -2.32, 2.52], [-0.65, -2.49, 2.85]]}


{"formula": "C18H33As2N4OS10Si3Tc", "method": "wB97M-V/def2-TZVPD", "total_charge": -1, "lumo_ev": [0.24, 0.41], "homo_energy_ev": [-4.35, -4.49], "multiplicity": 2, "e_above_lowest_kcal_mol": 32.9, "orbital_gap_ev": [4.6, 4.9], "elements": ["Tc", "N", "C", "N", "C", "C", "S", "C", "C", "S", "C", "N", "N", "H", "H", "H", "H", "H", "H", "S", "As", "S", "S", "S", "O", "C", "S", "C", "C", "S", "S", "S", "C", "Si", "C", "C", "As", "Si", "C", "C", "C", "Si", "C", "C", "C", "H", "H", "H", "H", "H", "H", "H", "H", "H", "H", "H", "H", "H", "H", "H", "H", "H", "H", "H", "H", "H", "H", "H", "H", "H", "H", "H"], "coordinates": [[1.60, 0.43, 0.29], [-1.23, 1.24, 2.24], [-0.19, 0.71, 2.92], [0.93, 0.42, 2.34], [1.92, 0.13, 3.27], [1.47, 0.00, 4.54], [-0.22, 0.37, 4.61], [3.27, 0.35, 2.78], [4.44, 0.29, 3.45], [5.69, 1.01, 2.52], [4.55, 1.34, 1.26], [3.34, 0.92, 1.52], [4.91, 2.04, 0.15], [-0.93, 1.73, 1.40], [-1.91, 1.74, 2.79], [2.04, -0.17, 5.43], [4.62, -0.09, 4.44], [5.85, 1.85, -0.16], [4.24, 1.91, -0.61], [3.77, -2.84, -2.83], [3.91, -1.45, -1.27], [2.46, -1.77, 0.44], [2.80, 0.47, -1.74], [5.84, -1.13, -0.51], [0.14, 7.87, 0.15], [0.37, 6.73, 0.44], [0.41, 5.40, -0.70], [0.78, 4.08, 0.44], [0.93, 4.45, 1.78], [1.24, 3.51, 3.12], [0.75, 6.18, 2.08], [0.88, 2.59, -0.34], [-3.16, -1.22, 1.86], [-1.76, -2.04, 0.86], [-0.55, -2.83, 2.07], [-2.63, -3.39, -0.14], [-0.59, -0.59, -0.65], [-0.31, -2.15, -2.49], [0.48, -3.70, -1.76], [-1.97, -2.68, -3.27], [0.64, -1.29, -3.86], [-2.29, 0.85, -1.51], [-2.76, 2.33, -0.43], [-3.95, -0.03, -1.74], [-1.61, 1.45, -3.16], [-3.92, -1.98, 2.03], [-3.63, -0.39, 1.35], [-2.80, -0.87, 2.82], [-1.05, -3.00, 3.02], [0.32, -2.20, 2.25], [-0.18, -3.78, 1.69], [-3.18, -4.02, 0.55], [-1.93, -4.02, -0.69], [-3.34, -2.97, -0.85], [0.40, -3.75, -0.68], [1.54, -3.72, -2.00], [-0.01, -4.58, -2.19], [-2.25, -3.68, -2.95], [-1.82, -2.69, -4.34], [-2.81, -2.02, -3.07], [1.16, -0.40, -3.53], [-0.04, -1.03, -4.67], [1.41, -1.97, -4.23], [-3.15, 2.01, 0.54], [-3.57, 2.83, -0.95], [-1.97, 3.05, -0.28], [-4.35, -0.38, -0.80], [-3.93, -0.87, -2.43], [-4.65, 0.70, -2.14], [-0.55, 1.66, -3.08], [-2.12, 2.36, -3.48], [-1.75, 0.69, -3.93]]}


{"formula": "C18H33FN3O5", "method": "wB97M-V/def2-TZVPD", "total_charge": 1, "lumo_ev": -3.97, "homo_energy_ev": -10.63, "orbital_gap_ev": 6.7, "elements": ["C", "C", "C", "N", "C", "C", "C", "O", "C", "C", "N", "N", "C", "C", "C", "C", "O", "C", "C", "C", "H", "H", "H", "H", "H", "H", "H", "H", "H", "H", "H", "H", "H", "H", "H", "H", "H", "H", "H", "H", "H", "H", "H", "H", "H", "H", "H", "H", "H", "H", "C", "C", "O", "C", "O", "O", "F", "H", "H", "H"], "coordinates": [[-2.54, -3.78, 2.69], [-2.68, -2.97, 1.43], [-1.41, -2.04, 0.97], [-0.64, -1.41, 2.15], [-1.02, 0.00, 2.52], [-2.59, 0.22, 2.93], [-3.60, 0.52, 1.67], [-2.98, 1.24, 0.55], [-3.71, 0.99, -0.72], [0.88, -1.43, 1.91], [1.85, -1.04, 2.81], [0.94, -2.01, 0.52], [2.06, -1.60, -0.40], [2.61, -0.06, -0.21], [1.46, 1.10, -0.29], [1.86, 2.22, 0.87], [0.98, 3.42, 0.84], [-0.26, -2.71, -0.05], [-0.87, -2.29, -1.52], [-0.03, -4.34, 0.04], [-2.25, -4.92, 2.72], [-2.71, -3.21, 3.71], [-3.69, -2.95, 0.81], [-1.84, -1.17, 0.27], [-0.69, 0.81, 1.72], [-0.39, 0.27, 3.50], [-2.98, -0.69, 3.60], [-2.63, 1.17, 3.65], [-4.46, 1.22, 2.09], [-4.09, -0.52, 1.37], [-4.21, 2.04, -1.01], [-3.00, 0.68, -1.62], [-4.56, 0.19, -0.64], [1.82, -0.15, 3.39], [2.64, -1.69, 2.99], [2.99, -2.31, -0.14], [1.87, -1.75, -1.54], [3.22, 0.02, 0.82], [3.42, 0.16, -1.05], [0.36, 0.72, -0.20], [1.50, 1.69, -1.33], [2.96, 2.64, 0.70], [1.87, 1.77, 1.96], [0.07, 3.16, 1.21], [-0.89, -1.14, -1.74], [-0.23, -2.88, -2.34], [-1.95, -2.79, -1.58], [-0.97, -4.93, 0.42], [0.20, -4.72, -1.07], [0.88, -4.66, 0.72], [2.25, 4.57, -3.40], [3.63, 4.25, -3.86], [3.48, 3.01, -4.50], [2.21, 3.01, -4.98], [1.79, 2.23, -5.83], [1.45, 3.99, -4.40], [4.46, 4.09, -2.80], [2.01, 4.12, -2.43], [2.07, 5.65, -3.33], [4.05, 4.99, -4.55]]}


| no. | total energy (eV) |
| --- | --- |
| 1 | -87382.4923 |
| 2 | -56039.5514 |
| 3 | -283080.1042 |
| 4 | -36607.8413 |